# 1
The following is a DFT calculation (ωB97M-V/def2-TZVPD) of 16 unconnected molecules or ions with the total composition C31H94O16.

Atoms and positions in Å:
C 1.818 -5.194 1.061
C 1.495 -4.162 2.106
C 0.617 -3.062 1.487
O 0.833 -4.802 3.192
H 2.393 -4.689 0.269
H 0.881 -5.608 0.606
H 2.438 -6.045 1.466
H 2.390 -3.730 2.493
H 1.135 -2.756 0.556
H 0.448 -2.132 2.081
H -0.408 -3.507 1.305
H 0.678 -4.155 3.899
C -1.538 -1.970 5.109
C -1.347 -0.809 4.172
C -2.276 -0.882 2.949
O -1.518 0.408 4.874
H -0.976 -1.721 6.020
H -1.360 -2.984 4.793
H -2.595 -1.973 5.393
H -0.286 -0.836 3.776
H -2.073 -1.798 2.405
H -2.139 -0.009 2.289
H -3.334 -0.803 3.254
H -1.783 1.038 4.181
C 1.033 -6.409 -2.928
C 0.585 -4.914 -3.223
C -0.814 -4.784 -2.584
O 1.499 -4.062 -2.607
H 0.315 -7.118 -3.432
H 0.928 -6.416 -1.815
H 2.028 -6.576 -3.282
H 0.618 -4.639 -4.282
H -1.039 -3.733 -2.441
H -0.856 -5.485 -1.726
H -1.521 -5.186 -3.310
H 2.363 -4.367 -2.919
C 5.369 -1.401 -0.798
C 4.368 -1.071 0.332
C 4.014 0.399 0.362
O 3.196 -1.823 0.228
H 6.423 -1.173 -0.532
H 5.158 -0.809 -1.729
H 5.402 -2.452 -1.074
H 4.776 -1.401 1.340
H 3.407 0.599 1.223
H 3.325 0.564 -0.460
H 4.846 1.125 0.307
H 2.708 -1.542 -0.531
C 4.484 -0.366 5.644
C 2.958 -0.572 5.700
C 2.673 -1.712 4.634
O 2.472 -0.862 6.974
H 4.798 0.580 6.130
H 4.850 -0.249 4.637
H 5.028 -1.220 6.058
H 2.356 0.293 5.422
H 2.868 -1.208 3.673
H 1.623 -1.981 4.677
H 3.400 -2.502 4.778
H 3.053 -1.481 7.412
C 3.329 3.745 -0.708
O 3.907 4.547 0.359
H 2.346 3.373 -0.429
H 3.292 4.363 -1.629
H 4.043 2.926 -0.891
H 3.221 4.721 1.062
C -6.422 1.291 0.957
O -5.085 0.994 1.411
H -6.883 1.882 1.721
H -6.398 1.802 0.079
H -6.955 0.299 0.882
H -4.590 0.514 0.710
C -3.823 -2.037 -0.279
O -3.288 -0.747 -0.201
H -3.343 -2.648 -1.011
H -3.760 -2.635 0.642
H -4.886 -1.912 -0.440
H -2.339 -0.777 0.046
C -0.003 0.830 0.520
O -0.750 -0.305 -0.080
H 0.908 1.123 -0.025
H -0.677 1.687 0.616
H 0.250 0.573 1.612
H -0.049 -0.945 -0.287
C -2.733 3.718 2.891
O -1.749 4.170 1.983
H -2.751 2.627 2.767
H -2.535 3.990 3.943
H -3.736 4.132 2.645
H -2.132 3.982 1.126
C 1.104 2.671 2.958
O 1.050 3.363 1.727
H 1.998 2.048 2.880
H 1.296 3.373 3.805
H 0.274 2.009 3.211
H 0.181 3.787 1.741
C -3.373 2.197 -2.691
C -2.278 2.651 -1.735
O -2.660 3.430 -0.572
H -2.822 1.827 -3.542
H -3.985 2.990 -3.044
H -4.009 1.424 -2.231
H -1.490 3.186 -2.264
H -1.762 1.735 -1.300
H -3.413 4.003 -0.842
C -4.176 -1.930 -5.210
C -3.161 -2.886 -5.920
O -2.007 -3.013 -5.089
H -3.631 -1.088 -4.763
H -4.665 -2.390 -4.328
H -4.976 -1.455 -5.818
H -2.871 -2.383 -6.812
H -3.543 -3.912 -6.088
H -1.348 -3.452 -5.626
C 1.019 2.822 -3.405
C 0.475 4.211 -3.765
O 1.520 5.177 -3.789
H 0.339 1.954 -3.379
H 1.537 2.777 -2.448
H 1.810 2.550 -4.139
H -0.293 4.545 -3.072
H 0.024 4.235 -4.781
H 1.456 5.747 -3.000
C 0.057 -0.917 -3.813
C 1.374 -0.787 -3.087
O 1.297 -1.371 -1.814
H -0.266 -1.964 -3.850
H 0.050 -0.626 -4.832
H -0.772 -0.474 -3.235
H 1.682 0.228 -2.839
H 2.174 -1.221 -3.715
H 1.139 -2.318 -1.895
C -1.185 6.791 -1.173
C -0.029 6.116 -0.452
O 1.141 6.656 -1.027
H -2.120 6.579 -0.604
H -1.353 6.428 -2.203
H -1.091 7.873 -1.105
H -0.111 5.002 -0.509
H -0.075 6.473 0.563
H 1.872 6.185 -0.659

Cartesian forces (eV/Å) of the 2 atoms listed first:
0.2 -1.0 -0.4
-1.1 0.5 0.2

For the calculated total energy, the calculation gives -66426.73801 eV. As for the relative energy (zero: lowest compared OMol25 entry of this formula, charge and spin): 0.0 kcal per mole. The multiplicity is 1.

Mulliken population analysis, charges in e, atoms 1 to 99:
1. C -1.342
2. C 0.682
3. C 1.262
4. O -0.675
5. H 0.229
6. H 0.223
7. H 0.485
8. H -0.004
9. H -1.000
10. H -0.789
11. H 0.282
12. H 0.360
13. C -1.670
14. C 2.460
15. C -0.855
16. O -0.722
17. H 0.404
18. H 0.234
19. H 0.464
20. H -1.010
21. H 0.215
22. H -0.274
23. H 0.296
24. H 0.280
25. C -1.240
26. C 0.226
27. C -1.037
28. O -0.254
29. H 0.330
30. H 0.190
31. H 0.511
32. H 0.247
33. H 0.043
34. H 0.484
35. H 0.363
36. H 0.184
37. C -1.564
38. C 0.582
39. C -0.143
40. O 0.076
41. H 0.400
42. H 0.258
43. H 0.363
44. H 0.231
45. H -0.255
46. H -0.323
47. H 0.625
48. H -0.035
49. C -1.334
50. C 0.410
51. C -0.539
52. O -0.560
53. H 0.352
54. H 0.303
55. H 0.398
56. H 0.153
57. H 0.023
58. H -0.138
59. H 0.579
60. H 0.349
61. C -0.422
62. O -0.629
63. H -0.030
64. H 0.358
65. H 0.303
66. H 0.380
67. C -0.741
68. O -0.332
69. H 0.258
70. H 0.314
71. H 0.234
72. H 0.244
73. C -0.779
74. O -0.071
75. H 0.205
76. H 0.296
77. H 0.275
78. H 0.080
79. C -0.013
80. O 1.282
81. H -0.145
82. H 0.077
83. H -0.333
84. H -0.615
85. C -0.341
86. O -0.394
87. H -0.060
88. H 0.288
89. H 0.290
90. H 0.237
91. C -0.589
92. O -0.070
93. H 0.153
94. H 0.435
95. H 0.230
96. H 0.097
97. C -1.464
98. C 1.842
99. O -0.227

---

# 2
The following is a DFT calculation (ωB97M-V/def2-TZVPD) of a single C17H14N2O4S molecule.

Atoms and positions in Å:
O 1.127 1.312 -1.536
C 0.742 0.931 -0.449
N 0.140 1.709 0.469
H -0.351 1.231 1.221
C -0.409 3.001 0.094
C -1.897 2.911 0.005
C -2.887 3.454 0.770
C -4.105 2.945 0.257
C -3.761 2.126 -0.771
O -2.430 2.101 -0.933
H -4.348 1.529 -1.441
H -5.093 3.158 0.611
H -2.766 4.132 1.590
H -0.132 3.750 0.840
H 0.027 3.260 -0.876
C 0.962 -0.509 -0.039
C 2.178 -1.066 0.098
C 3.441 -0.391 0.107
C 3.759 0.941 0.186
C 5.145 1.180 0.185
C 5.880 0.038 0.114
S 4.890 -1.360 0.048
H 6.947 -0.070 0.095
H 5.579 2.162 0.237
H 3.025 1.721 0.248
H 2.235 -2.141 0.234
N -0.174 -1.339 -0.046
C -1.383 -1.111 0.537
O -1.647 -0.159 1.253
C -2.374 -2.153 0.248
C -3.694 -2.221 0.616
C -4.192 -3.422 0.069
C -3.146 -3.997 -0.588
O -2.044 -3.243 -0.489
H -3.065 -4.911 -1.144
H -5.188 -3.805 0.153
H -4.220 -1.494 1.199
H -0.048 -2.255 -0.457

Cartesian forces (eV/Å) of the 2 atoms listed first:
0.0 0.1 -0.2
0.1 -0.1 0.1

For the calculated total energy, the calculation gives -39860.49048 eV. As for the relative energy (zero: lowest compared OMol25 entry of this formula, charge and spin): 48.2 kcal per mole. Its SMILES is O=C(NCc1ccco1)/C(=C\c1cccs1)NC(=O)c1ccco1. The multiplicity is 1.

Okay, here come the Mulliken numbers, in e, for every atom:
1. O -0.616
2. C 0.381
3. N -0.093
4. H 0.449
5. C -0.835
6. C 0.579
7. C -0.785
8. C -0.369
9. C -0.498
10. O -0.252
11. H 0.477
12. H 0.443
13. H 0.465
14. H 0.350
15. H 0.356
16. C 0.221
17. C -0.776
18. C 0.299
19. C -0.318
20. C -0.557
21. C -0.435
22. S -0.180
23. H 0.444
24. H 0.393
25. H 0.411
26. H 0.354
27. N -0.051
28. C 0.355
29. O -0.792
30. C 0.574
31. C -0.521
32. C -0.446
33. C -0.486
34. O -0.377
35. H 0.472
36. H 0.459
37. H 0.563
38. H 0.341

---

# 3
The following is a DFT calculation (ωB97M-V/def2-TZVPD) of 2 unconnected molecules or ions with the total composition C4H12.

Atoms and positions in Å:
C 0.969 1.105 -0.836
C 0.975 2.633 -1.184
H 0.050 0.538 -0.820
H 1.799 0.514 -1.245
H 1.278 1.139 0.313
H 0.923 2.807 -2.253
H 0.148 3.304 -0.951
H 1.849 3.176 -0.781
C -0.759 -1.249 0.721
C -1.234 -2.579 1.342
H 0.053 -1.395 -0.050
H -1.449 -0.716 0.007
H -0.322 -0.405 1.437
H -1.705 -3.117 0.459
H -2.016 -2.557 2.109
H -0.558 -3.199 1.733

Cartesian forces (eV/Å) of the 2 atoms listed first:
1.5 1.6 3.8
0.1 0.0 -1.0

For the calculated total energy, the calculation gives -4341.20605 eV. As for the relative energy (zero: lowest compared OMol25 entry of this formula, charge and spin): 30.5 kcal per mole. Its SMILES is CC.CC. The multiplicity is 1.

Okay, here come the Mulliken numbers, in e, for every atom:
1. C -0.447
2. C -1.029
3. H 0.101
4. H 0.277
5. H 0.172
6. H 0.310
7. H 0.332
8. H 0.274
9. C -0.644
10. C -1.047
11. H 0.263
12. H 0.305
13. H 0.216
14. H 0.244
15. H 0.296
16. H 0.377

---

# 4
The following is a DFT calculation (ωB97M-V/def2-TZVPD) of a single C4H5N3O molecule.

Atoms and positions in Å:
C 0.740 1.725 0.763
C 0.136 0.648 -0.052
C 0.665 -0.684 0.188
C -1.303 -1.308 -1.052
H 0.121 2.084 1.819
H 0.873 2.645 0.150
H 1.768 1.419 0.984
H 1.316 -1.015 1.217
H 0.265 -2.637 -0.324
N 0.028 -1.713 -0.324
N -1.622 0.094 -1.210
N -0.959 0.972 -0.805
O -2.027 -2.230 -1.354

Cartesian forces (eV/Å) of the 2 atoms listed first:
-0.3 2.2 1.8
2.7 -2.0 2.2

For the calculated total energy, the calculation gives -10743.07626 eV. As for the relative energy (zero: lowest compared OMol25 entry of this formula, charge and spin): 104.7 kcal per mole. Its SMILES is Cc1c[nH]c(=O)nn1. The multiplicity is 1.

Okay, here come the Mulliken numbers, in e, for every atom:
1. C -0.946
2. C 0.538
3. C -0.101
4. C 0.382
5. H 0.183
6. H 0.310
7. H 0.329
8. H 0.215
9. H 0.157
10. N -0.041
11. N -0.423
12. N -0.102
13. O -0.503

---

Which of these has the highest calculated total energy? C4H12

---

The highest calculated total energy belongs to which entry? C4H12